Arrangement w

{"formula": "C3H3NS2", "method": "ωB97M-V/def2-TZVPD", "elements": ["C", "C", "C", "N", "S", "S", "H", "H", "H"], "coordinates": [[-0.81797, -0.03229, 1.59941], [2.34661, -0.29727, -0.36282], [-1.16059, 0.26748, -0.76335], [-1.15825, 0.15357, 0.46977], [2.57459, 0.91595, -1.28090], [2.08912, -1.44698, 0.63483], [-1.54257, -0.25426, 2.41569], [-1.20359, -0.51834, -1.48788], [-1.12737, 1.21214, -1.22474]], "e_lumo_ev": 0.161, "e_homo_ev": -8.0, "multiplicity": 1}

Arrangement x

{"formula": "C3H3NS2", "method": "ωB97M-V/def2-TZVPD", "elements": ["C", "S", "C", "S", "C", "N", "H", "H", "H"], "coordinates": [[-0.00260, 0.26422, -0.20072], [-1.60710, 1.23254, -0.22285], [-2.67519, -0.04840, -0.03758], [-4.57089, 0.42183, -0.07567], [-2.63732, -1.41453, 0.12773], [-2.59235, -2.55690, 0.26812], [-0.11159, -0.25342, -1.08883], [0.13218, -0.22319, 0.69412], [0.83710, 0.82993, -0.20705]], "e_lumo_ev": [-1.962, -2.100], "e_homo_ev": [-9.2, -8.9], "multiplicity": 1}

In terms of stability, arrangement x leads; the second structure lies 4.2 kcal/mol higher.

Arrangement w

{"formula": "C3H3NS2", "method": "ωB97M-V/def2-TZVPD", "elements": ["C", "S", "C", "S", "C", "N", "H", "H", "H"], "coordinates": [[1.50301, -0.39922, 0.04954], [-0.08489, -1.40078, -0.16663], [-1.17585, -0.15345, 0.04759], [-3.29640, -0.66315, 0.02099], [-1.00537, 1.21368, -0.11868], [-1.06525, 2.34993, -0.08198], [2.11945, -0.84600, -0.74432], [1.81265, -0.67991, 1.04369], [1.19264, 0.57891, -0.05019]], "e_lumo_ev": [-1.710, -2.404], "e_homo_ev": [-9.5, -8.5], "multiplicity": 1}

Arrangement x

{"formula": "C3H3NS2", "method": "ωB97M-V/def2-TZVPD", "elements": ["C", "C", "N", "C", "S", "S", "H", "H", "H"], "coordinates": [[-0.85450, 2.15622, 0.07374], [-0.21215, 1.06669, -0.01682], [0.45864, 0.08146, -0.30418], [0.63109, -1.21099, -0.32867], [-0.34082, -2.12036, -1.31737], [1.74648, -2.00225, 0.70736], [-1.70419, 2.59277, -0.49001], [-0.97167, 2.54351, 1.17179], [1.24711, -3.10704, 0.50417]], "e_lumo_ev": -0.451, "e_homo_ev": -8.6, "multiplicity": 1}

In terms of stability, arrangement x leads; the second structure lies 25.4 kcal/mol higher.

Arrangement w

{"formula": "C4H9N2O2", "method": "ωB97M-V/def2-TZVPD", "elements": ["C", "C", "C", "O", "N", "C", "N", "O", "H", "H", "H", "H", "H", "H", "H", "H", "H"], "coordinates": [[0.36171, 0.20601, 0.58963], [0.81897, 0.63935, -0.80513], [2.24248, -0.04694, -1.16809], [3.02189, 0.68017, -1.94674], [-0.60263, -0.89392, 0.59472], [-1.96740, -0.74974, 0.57784], [-2.50132, 0.29239, 1.31721], [-2.71217, -1.57139, 0.06804], [1.22408, -0.17293, 1.13538], [-0.11573, 1.08660, 1.00837], [0.06790, 0.39901, -1.55392], [1.19663, 1.65532, -0.86914], [2.72067, -0.28682, -0.19198], [2.07075, -1.01940, -1.67020], [-0.28989, -1.64445, -0.01125], [-3.46784, 0.23346, 1.60053], [-2.06812, 1.19327, 1.32472]], "e_lumo_ev": [0.773, -1.847], "e_homo_ev": [-9.7, -9.7], "multiplicity": 2}

Arrangement x

{"formula": "C4H9N2O2", "method": "ωB97M-V/def2-TZVPD", "elements": ["O", "C", "O", "C", "C", "C", "N", "N", "H", "H", "H", "H", "H", "H", "H", "H", "H"], "coordinates": [[-1.50579, -0.19337, -2.46943], [-1.26339, 0.77096, -1.73220], [-1.24831, 1.97030, -1.94327], [-0.73930, 0.36220, -0.27410], [0.47398, -0.51456, -0.39378], [1.20014, -0.70946, 0.94813], [2.07848, 0.42233, 1.31168], [-1.82052, -0.24090, 0.46046], [-0.59060, 1.30532, 0.24125], [1.12851, -0.00054, -1.09546], [0.24257, -1.49906, -0.80917], [0.50421, -0.79955, 1.76489], [1.87127, -1.53388, 0.79726], [1.56873, 1.09214, 1.86164], [2.41226, 0.89166, 0.46510], [-2.72898, -0.17238, 0.03910], [-1.58328, -1.15119, 0.82789]], "e_lumo_ev": [0.784, -3.366], "e_homo_ev": [-9.7, -9.7], "multiplicity": 2}

In terms of stability, arrangement w leads; the second structure lies 5.5 kcal/mol higher.

Arrangement w

{"formula": "C6H3N", "method": "ωB97M-V/def2-TZVPD", "elements": ["C", "C", "C", "C", "C", "C", "N", "H", "H", "H"], "coordinates": [[-0.45047, 0.98447, -0.15240], [-1.53688, 0.16428, -0.63510], [0.63664, 0.36801, 0.23060], [1.00241, -1.16200, 0.36068], [-0.12457, -1.35144, -0.20228], [2.16387, -0.44784, 0.53550], [-1.26851, -1.12497, -0.53613], [-0.42181, 2.04519, -0.18363], [-2.41655, 0.58338, -0.98464], [2.41587, -0.05909, 1.56740]], "e_lumo_ev": [-0.098, -0.099], "e_homo_ev": [-7.7, -7.7], "multiplicity": 1}

Arrangement x

{"formula": "C6H3N", "method": "ωB97M-V/def2-TZVPD", "elements": ["C", "C", "C", "C", "C", "C", "N", "H", "H", "H"], "coordinates": [[-2.87752, -2.49859, -0.14783], [-3.97898, -2.06183, -0.60065], [-1.87323, -1.69318, 0.00571], [-3.38878, 0.56722, -0.82221], [-1.27057, -0.50923, -0.13461], [0.10947, 0.05325, 0.04719], [-2.22640, 0.39086, -0.60045], [-0.07183, 1.04139, -0.26462], [0.73112, -0.41767, -0.71508], [0.63490, -0.09954, 0.91152]], "e_lumo_ev": -1.565, "e_homo_ev": -9.4, "multiplicity": 1}

In terms of stability, arrangement w leads; the second structure lies 8.3 kcal/mol higher.

Arrangement w

{"formula": "C6H12N2", "method": "ωB97M-V/def2-TZVPD", "elements": ["C", "C", "H", "H", "H", "H", "H", "H", "C", "C", "C", "C", "N", "N", "H", "H", "H", "H", "H", "H"], "coordinates": [[1.88644, -2.11576, 0.54769], [1.65671, -1.53193, -0.79630], [2.69306, -2.97111, 0.56483], [2.25874, -1.41882, 1.31907], [1.02821, -2.67874, 0.91412], [2.69635, -1.72327, -1.25782], [1.30974, -0.45916, -0.99764], [0.87029, -2.31519, -1.26180], [-2.68957, 0.60973, -0.98477], [-0.70184, 2.12641, -0.24646], [-1.68234, 1.16080, -0.01749], [-0.22530, 1.09741, 1.65149], [0.19335, 2.19146, 0.82066], [-1.35260, 0.52971, 1.16792], [-0.64110, 2.55612, -1.14263], [1.06723, 2.81699, 0.89807], [-2.55870, -0.46731, -1.02824], [-2.45199, 0.83170, -1.98454], [0.37030, 0.96348, 2.59092], [-3.72698, 0.79748, -0.75708]], "e_lumo_ev": [-4.172, -8.148], "e_homo_ev": [-14.0, -14.0], "total_charge": 1, "multiplicity": 2}

Arrangement x

{"formula": "C6H12N2", "method": "ωB97M-V/def2-TZVPD", "elements": ["C", "C", "H", "H", "H", "H", "H", "H", "C", "C", "C", "C", "N", "N", "H", "H", "H", "H", "H", "H"], "coordinates": [[-1.05535, -2.47052, -0.76448], [-1.73122, -2.74244, 0.58626], [-1.58458, -1.79932, -1.43782], [0.02209, -2.28836, -0.75357], [-1.08747, -3.42718, -1.29314], [-1.27950, -2.26691, 1.45544], [-1.68668, -3.79610, 0.88698], [-2.79475, -2.55901, 0.45344], [-0.64762, 2.82709, 0.34529], [1.26877, 1.56653, -0.97960], [0.69253, 2.19569, 0.19572], [2.28373, 0.98893, 0.90167], [2.16872, 0.71643, -0.42396], [1.32291, 1.80766, 1.31820], [1.16922, 1.69179, -2.04544], [2.72725, 0.04964, -0.94696], [-0.83671, 3.53020, -0.47279], [-0.64982, 3.32664, 1.30655], [3.10507, 0.59243, 1.48086], [-1.40659, 2.05683, 0.18732]], "e_lumo_ev": [-4.197, -7.858], "e_homo_ev": [-14.1, -14.1], "total_charge": 1, "multiplicity": 2}

In terms of stability, arrangement x leads; the second structure lies 28.1 kcal/mol higher.

Arrangement w

{"formula": "C5H10N3S", "method": "ωB97M-V/def2-TZVPD", "elements": ["C", "C", "C", "C", "C", "N", "N", "N", "S", "H", "H", "H", "H", "H", "H", "H", "H", "H", "H"], "coordinates": [[2.24350, 0.04089, -0.15109], [0.21201, -0.62336, -0.35822], [0.65471, -2.78941, -1.51479], [0.38590, 1.50543, 0.74077], [-2.30393, -0.81404, -0.03224], [2.31342, -1.10197, -0.75783], [1.05612, -1.52705, -0.86815], [0.97589, 0.38696, 0.13563], [-2.94417, 0.77800, 0.10468], [3.09114, 0.63484, 0.22265], [1.25363, -3.62026, -1.24604], [-0.45483, -2.89447, -1.21485], [0.88257, -2.60604, -2.65033], [-0.56731, 1.13754, 1.15857], [1.17346, 2.02369, 1.37236], [0.13714, 2.26796, -0.00025], [-2.41372, -1.18238, -1.15514], [-2.11351, -1.56591, 0.73340], [-3.14861, 0.71274, 1.45397]], "e_lumo_ev": -5.144, "e_homo_ev": -13.5, "total_charge": 1, "multiplicity": 1}

Arrangement x

{"formula": "C5H10N3S", "method": "ωB97M-V/def2-TZVPD", "elements": ["C", "C", "C", "C", "C", "N", "N", "N", "S", "H", "H", "H", "H", "H", "H", "H", "H", "H", "H"], "coordinates": [[0.22937, 0.14939, 2.42474], [1.22889, -0.18521, -2.08899], [-0.25506, -0.22574, -2.47307], [-1.80600, 0.15556, 0.87097], [0.22457, 0.38031, -1.15514], [0.97434, 0.56011, 3.33947], [0.70882, 0.03699, 1.21292], [-0.11582, -0.23023, 0.13414], [-1.57405, -0.21872, 2.53126], [1.74463, -1.13624, -1.80224], [1.98370, 0.51345, -2.51383], [-0.68401, 0.37863, -3.32117], [-0.63983, -1.16879, -2.56981], [-1.90300, 1.18508, 0.54183], [-2.38196, -0.69260, 0.37156], [0.16238, 1.47040, -0.98867], [0.60176, 0.58838, 4.36011], [1.74615, -0.23862, 1.00604], [-0.24489, -1.32215, 0.11989]], "e_lumo_ev": -4.320, "e_homo_ev": -13.6, "total_charge": 1, "multiplicity": 1}

In terms of stability, arrangement w leads; the second structure lies 11.5 kcal/mol higher.